C22H45CoN2P3SSe | the ωB97M-V functional and the def2-TZVPD basis

CARTESIAN COORDINATES (ANGSTROEM)
Co -0.47474 -0.40019 -1.04663
P -1.53243 -2.16441 -0.94059
P 1.39169 -1.07723 -1.47502
P -1.09166 0.72440 -2.63948
H -2.53504 6.24497 1.32188
C -3.34008 5.80711 0.72688
C -3.95831 4.59321 0.85631
H -3.63282 3.86867 1.59382
C -1.49286 -3.10450 0.62482
C -1.15936 -3.54761 -2.14624
C -3.33669 -2.00539 -1.25314
C 2.65329 0.14267 -1.04981
C 1.91377 -2.61651 -0.72696
C 1.71688 -1.42721 -3.24502
C -2.65343 1.68231 -2.41607
C -1.48851 -0.32552 -4.12346
C 0.00435 2.04085 -3.37349
H -3.79412 6.52526 0.04505
H -4.91505 4.42383 0.34807
H -2.29674 -2.72973 1.25605
H -0.56995 -2.92361 1.17671
H -1.60996 -4.17795 0.46153
H -0.12380 -3.90210 -2.10259
H -1.36145 -3.21558 -3.17294
H -1.82789 -4.38361 -1.89719
H -3.77570 -1.29206 -0.54296
H -3.79642 -2.99803 -1.12673
H -3.51823 -1.65298 -2.27843
H 3.60537 -0.20071 -1.45482
H 2.71238 0.22364 0.03883
H 2.43540 1.12971 -1.46954
H 2.83271 -2.92128 -1.20591
H 1.19496 -3.42146 -0.83210
H 2.11789 -2.45318 0.32275
H 2.75264 -1.79818 -3.24760
H 1.62326 -0.53083 -3.88074
H 1.04360 -2.21226 -3.62852
H -2.85423 2.30687 -3.29721
H -2.56735 2.34255 -1.54283
H -3.52516 1.03412 -2.26600
H -1.61491 0.34003 -4.99045
H -2.40630 -0.91227 -3.94574
H -0.65737 -1.01888 -4.32659
H -0.44468 2.49571 -4.26862
H 0.99149 1.66961 -3.67606
H 0.17728 2.83437 -2.63045
C -1.45459 2.24144 1.35628
C -0.31329 2.61171 0.58425
C 0.20918 3.91122 0.72682
C -0.25101 4.77588 1.74565
C -1.19818 4.28174 2.65451
C -1.73812 3.00453 2.50925
S -2.84023 1.01206 1.21841
H -3.86468 1.54896 2.06325
H 0.15639 1.84311 -0.08885
H 1.06958 4.22573 0.15339
H 0.10939 5.81790 1.86013
H -1.60363 4.87345 3.51139
H -2.49919 2.65828 3.24608
C 4.22097 0.23212 3.26291
N 3.87630 -1.16919 3.35171
C 4.76008 -2.16381 3.75834
C 4.10295 -3.34998 3.67725
N 2.83229 -3.07101 3.22974
C 1.84156 -4.08733 2.96970
C 2.67010 -1.72900 2.98240
Se 1.20092 -0.88495 2.26296
H 4.64679 0.46086 2.27996
H 4.94804 0.47238 4.04455
H 3.32059 0.82985 3.39717
H 5.77366 -1.94140 4.06605
H 4.41347 -4.36042 3.87590
H 2.05466 -4.92763 3.63664
H 0.83942 -3.70045 3.18291
H 1.90487 -4.43268 1.92848

Calculated values
Calculated total energy: -168170.015 eV
Net charge: +3
HOMO-LUMO gap (alpha / beta): 6.88 / 4.63 eV
Spin multiplicity: 5

***

C5H8P2 | the ωB97M-V functional and the def2-TZVPD basis

CARTESIAN COORDINATES (ANGSTROEM)
C -0.16467 0.67018 -0.80522
C -0.71911 1.33176 0.15594
C 0.17448 -1.43736 1.07004
C -0.28421 0.58490 -2.28663
C 0.66449 -1.43265 2.28760
P 1.15819 -0.50591 -0.27936
P -1.33804 2.14293 1.42679
H -0.63923 -2.00247 0.83847
H 0.76903 0.28658 -2.74713
H -1.08463 -0.26512 -2.59504
H -0.51491 1.60083 -2.79472
H 0.08354 -1.96871 3.02739
H 1.43106 -0.79976 2.68401
H 0.84511 -1.39864 -1.45173
H -0.38110 3.19345 1.46959

Calculated values
Calculated total energy: -23888.217 eV
Net charge: 0
HOMO-LUMO gap: 9.11 eV

***

C3H5N3S | the ωB97M-V functional and the def2-TZVPD basis

CARTESIAN COORDINATES (ANGSTROEM)
C 1.87810 -0.03574 0.00466
C 0.60364 -0.82184 0.05970
C -2.77197 -0.24604 -0.00987
H 0.79136 1.67636 -0.05321
H 2.56184 1.92478 0.06751
H 0.65401 -1.88106 0.09087
H -2.85043 0.85893 -0.02936
H -3.69545 -0.84867 0.04592
N 1.74842 1.29054 -0.02444
N -0.51160 -0.13648 -0.04476
N -1.67640 -0.89827 -0.06789
S 3.26848 -0.88249 -0.03914

Calculated values
Calculated total energy: -18495.885 eV
Net charge: 0
HOMO-LUMO gap: 7.96 eV

***

C4H10O2 | the ωB97M-V functional and the def2-TZVPD basis

CARTESIAN COORDINATES (ANGSTROEM)
C -0.10161 1.28782 1.89723
C 0.32476 0.68172 0.75862
C 1.59749 0.61361 0.16751
C 1.81408 -0.16122 -0.92110
H 0.60950 1.89356 2.36877
H -0.99879 1.37081 2.29112
H -0.42502 -0.11378 0.39953
H 2.55254 1.05555 0.56264
H 2.88108 -0.29841 -1.20196
H 1.22017 -0.75650 -1.64777
H -1.06479 -2.79739 0.46784
H -1.20252 -1.63230 -0.53988
O -0.85312 -2.52542 -0.45107
H -2.58525 0.39999 -0.74403
H -1.97211 0.76920 -2.04064
O -1.79642 0.21276 -1.36681

Calculated values
Calculated total energy: -8402.507 eV
Net charge: 0
HOMO-LUMO gap: 9.02 eV